C9H17F8N4O4S2Sn | the ωB97M-V functional and the def2-TZVPD basis

Last column: natural (NBO) charge in e.
Atoms and positions in Å:
1 Sn -0.5986 -1.0023 -2.3174  1.337
2 N 1.1734 1.4253 0.7194  -0.848
3 C 2.2715 0.9270 1.5721  -0.053
4 C 3.2818 0.1055 0.7664  -0.426
5 C 2.7787 -1.2296 0.2104  -0.049
6 N 1.9406 -1.0948 -1.0189  -0.888
7 C 2.0254 -2.0210 1.2855  -0.439
8 C 1.0087 -1.2033 2.0845  -0.039
9 N -0.1572 -0.7834 1.2098  -0.765
10 C 1.6468 0.0581 2.6678  -0.432
11 H 1.5039 1.7574 -0.1767  0.393
12 H 0.6840 2.2003 1.1557  0.393
13 H 0.1630 0.1179 0.7304  0.480
14 H 2.8107 1.7495 2.0422  0.210
15 H 4.1058 -0.1291 1.4455  0.239
16 H 3.7113 0.7117 -0.0399  0.223
17 H 3.6652 -1.8059 -0.0563  0.208
18 H 1.9434 -2.0108 -1.4607  0.392
19 H 2.4302 -0.4842 -1.6659  0.379
20 H 2.7548 -2.4060 1.9997  0.245
21 H 1.5422 -2.8893 0.8296  0.237
22 H 0.6129 -1.8201 2.8871  0.229
23 H -0.9935 -0.5787 1.7531  0.434
24 H -0.3954 -1.4848 0.5093  0.431
25 H 2.4213 -0.2426 3.3741  0.244
26 H 0.9042 0.6340 3.2317  0.223
27 F -2.8591 0.0585 1.0421  -0.344
28 C -3.9363 0.5697 0.4144  0.746
29 F -4.0300 1.8568 0.6980  -0.288
30 F -5.0114 -0.0686 0.8260  -0.279
31 S -3.7759 0.3343 -1.4381  2.244
32 O -2.7575 -0.7393 -1.5297  -1.043
33 O -5.0769 0.0306 -1.9036  -0.837
34 N -3.2514 1.7122 -2.0114  -1.173
35 S -1.7114 1.9481 -2.1539  2.195
36 O -1.1936 1.6091 -3.4579  -0.909
37 O -0.9028 1.3816 -1.0623  -1.007
38 C -1.5310 3.7823 -1.9806  0.767
39 F -2.5460 4.4036 -2.5350  -0.275
40 F -1.4598 4.0673 -0.6823  -0.302
41 F -0.4006 4.1028 -2.5833  -0.289
42 F 0.5436 -3.5786 -1.2541  -0.388
43 C -0.7292 -3.0208 -1.1982  0.038
44 F -1.3203 -3.3413 -2.4554  -0.384
45 H -1.2855 -3.6091 -0.4731  0.170

Computed properties:
* energy relative to the best compared isomer or geometry (same formula, charge and spin): 0.00 kcal per mole
* molar mass: 580.09 g/mol
* orbital gap: 9.377 eV
* charge: +1